No. 1
Molecular formula: H24O12
Method: DFT, the ωB97M-V functional and the def2-TZVPD basis

```
36
Properties=species:S:1:pos:R:3:forces:R:3
O 17.176070 -9.156050 -11.153220 2.902 -5.712 -5.652
H 16.556220 -8.428690 -11.098700 0.894 -2.638 -3.549
H 16.690830 -9.852180 -11.596140 0.130 -0.329 -0.225
O 16.815310 -10.076000 -9.182860 -8.177 0.609 0.707
H 16.034340 -10.573540 -9.425280 -0.219 -0.536 -0.094
H 16.557660 -9.159860 -9.285450 -0.372 -0.489 0.243
O 20.349490 -5.822960 -9.470130 5.309 0.501 1.742
H 20.393550 -5.204400 -10.199300 -0.029 0.253 0.313
H 19.479140 -6.215110 -9.540360 0.394 0.761 0.482
O 20.114600 -8.926800 -8.771720 6.492 -0.302 6.471
H 19.669340 -9.755990 -8.597300 1.411 -0.081 0.358
H 19.686980 -8.585340 -9.557070 4.088 -1.006 1.894
O 18.239830 -5.881480 -9.667170 -2.082 6.917 4.470
H 18.105900 -6.596110 -9.044600 0.584 3.095 -0.562
H 18.157520 -6.293760 -10.527110 0.041 3.568 4.382
O 17.891780 -6.810260 -11.357040 -3.564 -1.431 -15.069
H 18.412860 -6.406510 -12.051090 0.910 0.462 -0.911
H 17.076530 -7.067400 -11.787710 0.129 -0.032 -0.434
O 19.004240 -8.225090 -10.209490 -4.354 2.656 -6.966
H 18.184410 -8.708250 -10.106200 1.120 -0.209 -0.785
H 18.810030 -7.561660 -10.871600 1.296 -2.239 -0.031
O 17.420420 -7.522320 -8.668640 -4.478 -4.646 4.116
H 18.174940 -7.832570 -8.167970 1.939 -1.470 0.647
H 16.667510 -7.706680 -8.107080 -0.390 0.384 1.138
O 18.607570 -10.393050 -8.218850 1.176 -3.295 4.279
H 18.623390 -11.347780 -8.285780 -0.006 -0.343 -0.029
H 17.966550 -10.117130 -8.873980 2.037 -0.808 1.439
O 20.850500 -6.491580 -11.653140 -0.077 -0.335 -2.659
H 21.786240 -6.659590 -11.764450 0.156 -0.085 -0.142
H 20.636330 -6.879270 -10.804580 0.602 0.016 1.021
O 15.990650 -7.718500 -10.624270 -9.595 7.832 4.012
H 15.576030 -6.858770 -10.696300 -0.711 0.630 0.061
H 16.626410 -7.619710 -9.915560 0.773 0.971 1.315
O 18.429960 -11.169610 -10.604710 0.885 -1.917 -0.652
H 18.050890 -11.460880 -11.433990 0.265 -0.140 -0.308
H 17.824070 -10.500770 -10.285670 0.521 -0.612 -1.023
```
Positions in Å, forces in eV/Å.

- HOMO-LUMO gap: 6.5 eV

---

No. 2
Molecular formula: C5H14NO2
Method: DFT, the ωB97M-V functional and the def2-TZVPD basis

```
22
Properties=species:S:1:pos:R:3:forces:R:3
O 1.879274 1.233987 1.509322 -0.154 0.243 0.563
C 1.511114 1.043034 0.162932 0.002 0.104 0.454
C 0.074160 0.586772 0.054481 -0.738 -0.086 -0.619
N -0.095195 -0.799032 0.649652 0.356 -0.205 0.704
C 0.353327 -1.790679 -0.393795 -0.254 -0.603 -1.254
C 0.443618 -0.937193 -1.700124 1.286 -0.827 1.109
C -0.446591 0.237562 -1.329271 0.105 0.099 -1.057
H 1.491352 2.025294 1.917065 0.123 -0.203 -0.422
H 1.673052 1.903547 -0.488521 -0.075 0.183 0.125
H 2.197401 0.275215 -0.152575 0.161 -0.262 -0.344
H -0.608446 1.261431 0.565222 0.099 0.009 0.207
H 0.413309 -0.893837 1.534616 0.050 0.051 -0.163
H -1.086261 -0.940623 0.850142 -0.185 0.212 0.034
H -0.335177 -2.626334 -0.502904 -0.460 0.305 0.338
H 1.280539 -2.261118 -0.112970 0.452 0.234 0.252
H 0.349661 -1.465182 -2.643309 -0.942 -0.197 0.154
H 1.515480 -0.712527 -1.713974 -0.288 0.812 -0.362
H -0.501400 0.998595 -2.106349 0.380 0.339 0.368
H -1.480335 -0.082792 -1.177619 0.039 -0.092 -0.239
H -3.851958 -0.160943 0.626814 0.107 -0.201 -0.328
H -3.119876 0.928312 1.326279 0.309 -0.249 -0.514
O -2.988539 0.274678 0.609464 -0.372 0.336 0.995
```
Positions in Å, forces in eV/Å.

- Total charge: +1
- HOMO-LUMO gap: 11.7 eV

---

No. 3
Molecular formula: C26H20I2N4O3Tl
Method: DFT, the ωB97M-V functional and the def2-TZVPD basis

```
56
Properties=species:S:1:pos:R:3:forces:R:3
Tl 1.028928 1.294221 -0.869473 0.231 0.666 -0.369
I -5.486866 -0.977601 -5.433261 0.310 0.199 0.305
C -4.130091 -0.082529 -4.058337 -0.529 -0.338 -0.528
C -4.573107 0.258485 -2.792699 -0.216 -0.061 -0.114
C -3.670540 0.832285 -1.941232 -0.185 0.135 0.714
I -4.265473 1.393744 0.011529 -0.065 -0.133 -0.291
C -2.306281 1.105819 -2.239898 -0.281 0.033 -0.068
O -1.558214 1.650900 -1.393964 0.507 0.242 -0.058
C -1.918882 0.735585 -3.573769 0.231 0.125 -0.029
C -0.493705 0.974648 -4.000158 -0.172 0.074 -0.067
N 0.430047 0.144802 -3.233263 0.275 -0.071 -0.207
C 0.180871 -1.271387 -3.354839 -0.016 0.038 -0.105
C 0.426565 -2.025125 -2.076149 -0.008 -0.338 -0.175
C 0.408261 -3.420326 -2.118198 0.033 0.029 0.123
C 0.543731 -4.130807 -0.943381 -0.047 0.145 -0.107
C 0.708901 -3.420422 0.235444 0.030 0.002 0.020
C 0.744031 -2.038766 0.173895 0.061 -0.402 0.263
N 0.597044 -1.352965 -0.949043 -0.013 0.015 -0.223
C -2.820967 0.154879 -4.441661 -0.086 -0.039 -0.104
H -5.595854 0.091713 -2.486503 -0.016 -0.034 -0.010
H -0.227040 2.017141 -3.800601 0.014 -0.013 -0.057
H -0.405517 0.786413 -5.085061 -0.050 0.115 0.109
H 1.398980 0.350496 -3.459337 -0.030 -0.017 0.039
H 0.764878 -1.741849 -4.163896 -0.111 0.048 0.113
H -0.882071 -1.400995 -3.600857 0.216 -0.085 0.015
H 0.284168 -3.925055 -3.066282 -0.025 -0.013 -0.061
H 0.515090 -5.211404 -0.946759 0.020 -0.070 0.019
H 0.811995 -3.929111 1.180650 0.052 -0.013 0.129
H 0.894246 -1.449504 1.063875 0.035 0.007 0.106
H -2.509033 -0.126496 -5.441059 0.103 0.042 -0.002
O 5.294538 -0.646232 -1.414203 0.514 -0.174 0.040
C 4.212777 -0.168030 -1.068287 0.110 -0.050 0.304
O 3.243081 0.143891 -1.787571 -0.642 0.137 -0.122
C 4.071010 0.080815 0.466651 0.254 -0.080 -0.313
C 5.216160 0.056399 1.265294 0.029 0.038 -0.016
C 5.106578 0.312669 2.618508 -0.082 -0.029 -0.046
C 3.845607 0.561772 3.145884 -0.007 -0.001 0.032
C 2.764680 0.546917 2.282264 0.047 0.049 0.371
N 2.871018 0.320726 0.982233 -0.029 -0.158 -0.204
H 6.161573 -0.157959 0.790184 0.005 -0.021 -0.056
H 5.981332 0.315941 3.258721 -0.003 -0.005 -0.028
H 3.702250 0.763509 4.198479 -0.017 0.013 0.040
H 1.760862 0.732864 2.649083 -0.044 0.032 0.046
N -0.491252 0.455468 1.127362 -0.292 -0.097 0.333
C -0.969904 0.880428 2.079027 0.263 -0.330 -0.625
C -1.462833 1.347384 3.314387 -0.293 0.295 0.831
C -2.373811 2.397994 3.382595 0.079 -0.128 -0.025
C -2.798154 2.841294 4.620567 -0.077 0.063 0.068
C -2.320686 2.254997 5.782433 -0.007 0.002 0.007
C -1.429353 1.195747 5.709918 -0.017 -0.015 0.111
C -0.997213 0.739119 4.481419 -0.040 0.020 -0.102
H -2.740335 2.841987 2.471163 -0.021 0.059 -0.127
H -3.515764 3.644350 4.676853 -0.050 0.134 0.017
H -2.641168 2.622601 6.747187 -0.067 -0.003 0.034
H -1.079408 0.716199 6.612082 0.060 0.003 0.073
H -0.305682 -0.087638 4.412054 0.058 -0.042 -0.028
```
Positions in Å, forces in eV/Å.

- Total charge: -1
- HOMO-LUMO gap: 6.4 eV

---

No. 4
Molecular formula: C6H13N3
Method: DFT, the ωB97M-V functional and the def2-TZVPD basis

```
22
Properties=species:S:1:pos:R:3:forces:R:3
C 0.544552 1.616579 0.673918 -0.176 -0.326 -0.599
C -1.675341 0.617973 0.725655 0.366 0.190 -0.128
C 0.726562 0.544341 -2.232923 -0.347 -0.088 -0.088
N -0.396301 0.703911 0.068539 -0.360 -1.282 -2.027
C 0.548007 -1.300683 0.829915 1.239 -2.402 -2.292
N 0.041746 -1.774593 1.989304 -0.004 0.559 0.138
C 0.513747 -1.408419 -0.655569 -0.961 -0.204 1.679
C -0.148861 -0.200956 -1.245812 0.333 2.439 2.679
N 1.692804 -1.232156 0.243060 -0.657 0.303 0.630
H 0.691900 -2.214956 2.621429 -0.065 0.129 0.047
H -0.912464 -2.097874 2.009061 0.231 0.099 -0.043
H 0.351482 -2.360322 -1.158358 0.414 -0.100 -0.071
H -1.137787 -0.438158 -1.653719 0.150 0.161 0.134
H 1.453520 1.670669 0.080987 0.027 0.070 0.010
H -1.586126 0.231168 1.751529 -0.047 -0.036 -0.022
H 0.833256 1.290580 1.681594 -0.028 0.014 0.031
H 0.094210 2.609602 0.739956 0.106 0.239 0.071
H -2.107148 1.617242 0.809733 -0.341 0.110 0.001
H -2.356623 -0.024387 0.167328 -0.023 0.037 0.014
H 0.334876 1.545033 -2.405547 0.028 0.026 -0.151
H 1.747593 0.613461 -1.866934 0.062 0.002 0.074
H 0.746397 -0.008054 -3.173147 0.053 0.060 -0.087
```
Positions in Å, forces in eV/Å.

- HOMO-LUMO gap: 8.6 eV

---

No. 5
Molecular formula: C4H14NO3
Method: DFT, the ωB97M-V functional and the def2-TZVPD basis

```
22
Properties=species:S:1:pos:R:3:forces:R:3
C -0.844291 2.067820 1.088939 0.570 -0.283 -0.874
C -1.006715 0.561020 0.974722 -1.069 -0.023 0.461
C -2.232836 0.215232 0.115212 0.666 -0.191 -0.514
N 0.237326 -0.126288 0.591599 -0.463 -0.175 -0.834
C 0.944476 0.443233 -0.581780 0.057 0.244 1.421
O 0.127498 0.484746 -1.664430 0.093 0.084 -0.240
H -0.698455 2.506082 0.092425 -0.195 -0.081 0.028
H -1.742346 2.517785 1.501610 0.181 0.061 0.323
H 0.076525 2.290461 1.621038 -0.191 0.260 0.510
H -1.269182 0.157025 1.961877 0.372 0.159 0.103
H -1.998284 0.427767 -0.929688 -0.202 0.292 -0.081
H -2.469666 -0.851550 0.132379 -0.031 0.007 0.255
H -3.102129 0.788334 0.426342 -0.079 -0.013 0.024
H -0.058922 -1.068160 0.328221 0.327 -0.066 0.243
H 1.344911 1.415926 -0.267271 -0.089 -0.002 -0.262
H 1.801834 -0.215053 -0.757600 0.003 -0.131 -0.396
H 1.853888 -0.815984 2.228502 0.127 0.191 0.275
H 2.712160 -1.167688 1.098463 0.487 -0.016 0.401
O 2.791945 -0.972550 2.047510 -0.501 -0.164 -0.659
H -0.400205 -1.476156 -1.777792 -0.102 -0.270 -0.151
H -0.138882 -1.661320 -3.208701 -0.023 -0.372 -0.092
O -0.319037 -2.196366 -2.423513 0.060 0.489 0.059
```
Positions in Å, forces in eV/Å.

- HOMO-LUMO gap (alpha / beta): 11.0 / 7.6 eV
- Spin multiplicity: 2

---

No. 6
Molecular formula: C22H33MnN3O7P2
Method: DFT, the ωB97M-V functional and the def2-TZVPD basis

```
68
Properties=species:S:1:pos:R:3:forces:R:3
Mn -0.539521 -0.988386 -0.516953 0.802 -0.553 -0.917
P -2.159771 -1.747988 2.318741 -0.046 -0.071 -0.764
P 1.209011 -0.785765 -2.097437 -1.187 -0.070 0.743
N -0.967916 -2.684106 -0.962717 -0.326 2.535 1.529
H -1.394026 -0.976154 1.391630 -0.371 -0.462 0.428
C -3.811835 -1.049236 2.303993 -0.334 0.201 0.177
H -4.373931 -1.356730 3.196787 0.151 0.063 -0.238
H -4.337456 -1.409962 1.409361 0.212 0.133 0.199
H -3.756168 0.047086 2.266484 -0.049 -0.313 0.032
C -1.394721 -1.602329 3.935766 0.164 -0.048 0.560
H -2.033855 -2.056160 4.711832 0.213 0.142 -0.322
H -1.219851 -0.546141 4.198699 -0.107 -0.400 -0.178
H -0.425602 -2.126189 3.928260 -0.331 0.200 -0.064
C -2.251340 -3.443270 1.748774 0.058 -0.357 0.122
H -2.778056 -4.087775 2.476191 0.188 0.384 -0.220
H -1.230892 -3.818097 1.578830 -0.346 0.106 -0.052
H -2.778588 -3.447762 0.780159 0.306 0.024 0.309
C 0.666313 0.267347 -3.478195 0.379 0.156 -0.207
H 1.451524 0.314807 -4.243421 -0.218 0.104 -0.013
H 0.423796 1.267672 -3.095883 0.089 -0.357 -0.113
H -0.253410 -0.158293 -3.903714 0.309 0.052 0.104
C 2.650546 -0.043631 -1.290727 0.508 0.368 -0.113
H 3.228740 0.586018 -1.977828 0.076 -0.181 0.185
H 3.286903 -0.851659 -0.904431 -0.116 0.211 -0.136
H 2.333197 0.568912 -0.435711 0.009 -0.151 -0.325
C 1.836579 -2.293652 -2.891868 0.151 0.091 -0.146
H 2.527213 -2.014880 -3.700499 -0.100 -0.229 0.154
H 0.996109 -2.872708 -3.292479 0.192 0.120 0.080
H 2.357482 -2.903129 -2.143190 -0.140 0.106 -0.212
C -1.173672 -3.868850 -1.480518 -0.123 -1.910 -0.809
C -2.608568 -5.415534 -2.751765 0.231 -0.482 0.088
C -2.362176 -4.152185 -2.247987 0.480 0.129 0.374
C -0.268047 -4.973148 -1.268362 -0.478 0.354 -0.127
C -0.536121 -6.231613 -1.784496 -0.420 -0.026 -0.400
C -1.701400 -6.468805 -2.537002 0.101 0.254 0.160
H -3.519920 -5.601571 -3.325867 0.266 0.064 0.147
H -3.062839 -3.330087 -2.408551 0.217 -0.199 0.011
H 0.631966 -4.788991 -0.678597 -0.210 -0.009 -0.141
H 0.160550 -7.052943 -1.608573 -0.136 0.208 -0.038
H -1.898437 -7.458246 -2.946814 0.034 0.225 0.109
C 0.126188 1.205684 1.942570 0.945 -1.589 -0.964
O 0.453943 0.133721 1.378212 -1.067 1.825 0.860
C -1.262300 1.745415 2.007401 -0.746 0.260 -0.456
H -1.244645 2.846930 2.018152 0.040 -0.391 0.070
H -1.783488 1.426016 2.924321 0.281 0.040 -0.116
H -1.845449 1.442745 1.129662 0.151 -0.059 0.129
C 1.163485 2.035216 2.612391 0.607 0.226 0.121
H 1.134654 3.061987 2.208273 -0.051 -0.340 0.150
H 2.157405 1.611566 2.445416 -0.174 0.051 0.090
H 0.965420 2.101528 3.694796 -0.009 0.028 -0.308
O -1.558681 3.668700 -1.593510 0.478 -0.886 0.411
C -0.610012 3.008792 -1.138088 -0.567 0.059 -0.277
O -0.440777 1.748959 -1.007804 -0.140 0.632 0.160
C 0.551560 3.864346 -0.629044 0.694 0.472 0.235
C 1.876370 3.536460 -0.934380 0.231 0.113 0.341
C 2.947771 4.266528 -0.395854 -1.705 0.230 0.192
C 2.715182 5.369189 0.433414 0.014 -0.009 0.169
C 1.390175 5.707479 0.741226 0.031 -1.767 -1.252
C 0.310152 4.982611 0.177062 0.451 0.430 0.351
N 1.118687 6.705550 1.744299 -0.607 2.128 1.910
O 2.077437 7.340912 2.231934 -1.684 -1.264 -1.032
O -0.070257 6.876566 2.104293 2.324 -0.442 -0.804
N 4.291202 3.778256 -0.617587 2.664 -0.721 -0.514
O 4.443686 2.732187 -1.289894 -0.445 2.076 1.286
O 5.244089 4.409165 -0.114756 -1.898 -1.050 -0.851
H 2.091017 2.696171 -1.580954 -0.053 -0.042 0.146
H 3.541660 5.934362 0.848758 -0.119 -0.152 0.038
H -0.706284 5.317096 0.387771 0.260 -0.271 -0.063
```
Positions in Å, forces in eV/Å.

- HOMO-LUMO gap (alpha / beta): 4.9 / 4.9 eV
- Spin multiplicity: 4